Record 1
{"formula": "C29H32AsN2NiO2P", "method": "ωB97M-V/def2-TZVPD", "symbols": ["Ni", "C", "N", "C", "C", "C", "C", "C", "N", "C", "C", "C", "C", "C", "C", "H", "H", "H", "H", "H", "H", "H", "H", "H", "H", "H", "O", "C", "O", "C", "P", "C", "C", "C", "C", "C", "C", "C", "C", "C", "C", "C", "C", "H", "H", "H", "H", "H", "H", "H", "H", "H", "H", "H", "H", "C", "As", "C", "C", "H", "H", "H", "H", "H", "H", "H", "H", "H"], "coordinates": [[-0.33060, -0.73391, -0.79885], [0.15518, -0.51308, 2.46140], [-0.40394, -1.14253, 1.26917], [-1.14159, -2.19011, 1.46552], [-1.67740, -2.89854, 0.37116], [-2.52877, -4.00938, 0.25611], [-2.68341, -4.23440, -1.10692], [-1.91770, -3.25783, -1.76695], [-1.31250, -2.46788, -0.88113], [-0.78705, 0.47912, 3.10590], [-1.39797, 1.45971, 2.33088], [-2.25809, 2.38134, 2.90433], [-2.52106, 2.33332, 4.26704], [-1.91131, 1.36464, 5.04926], [-1.04582, 0.44536, 4.47035], [1.06195, 0.01430, 2.17769], [0.43601, -1.27867, 3.19122], [-1.33511, -2.54749, 2.47887], [-2.96850, -4.56452, 1.07115], [-3.26666, -5.00867, -1.58006], [-1.77213, -3.11835, -2.82843], [-1.18710, 1.49268, 1.26828], [-2.72352, 3.14103, 2.28768], [-3.19548, 3.05171, 4.71502], [-2.11639, 1.31666, 6.11116], [-0.57087, -0.30685, 5.09047], [0.57068, -0.41371, -4.86576], [0.66795, -0.52701, -3.65563], [-0.31089, -0.56872, -2.81928], [2.07549, -0.63838, -3.02658], [1.93255, -0.68260, -1.20177], [3.68857, -0.92695, -0.74969], [4.63837, 0.04353, -1.07114], [5.97955, -0.18387, -0.81786], [6.38638, -1.38208, -0.24232], [5.44850, -2.34918, 0.07971], [4.10153, -2.12218, -0.17244], [1.68593, 1.08608, -0.74878], [0.91200, 1.96074, -1.51693], [0.68671, 3.26343, -1.08618], [1.21252, 3.70762, 0.11491], [1.99586, 2.85295, 0.87998], [2.23592, 1.56065, 0.44851], [2.70618, 0.18538, -3.35996], [2.54017, -1.56992, -3.35360], [4.32480, 0.97932, -1.51784], [6.71259, 0.57123, -1.07173], [7.43625, -1.55874, -0.04739], [5.76604, -3.28176, 0.52799], [3.36424, -2.87614, 0.07795], [0.50351, 1.64041, -2.46685], [0.10225, 3.93695, -1.69946], [1.02319, 4.71911, 0.45039], [2.42553, 3.19902, 1.81154], [2.87908, 0.91213, 1.03051], [-2.88151, 2.32310, -1.00978], [-2.49786, 0.39450, -1.11228], [-3.23662, 0.10522, -2.88490], [-3.97023, -0.32547, -0.04826], [-3.95841, 2.47304, -1.07771], [-2.40294, 2.80712, -1.86051], [-2.50833, 2.77502, -0.09230], [-4.25045, 0.50294, -2.93507], [-3.24222, -0.96141, -3.09992], [-2.60625, 0.59030, -3.62669], [-4.86394, 0.28669, -0.16406], [-3.69998, -0.37969, 1.00561], [-4.17286, -1.33628, -0.40476]], "e_homo_ev": [-7.6, -7.5], "s2": 2.01, "lumo_energy_ev": [0.527, -0.022], "charge": 0, "multiplicity": 3, "total_energy_ha": -5469.7406}

---

Record 2
{"formula": "C29H32CeN3O3P2", "method": "ωB97M-V/def2-TZVPD", "symbols": ["Ce", "O", "C", "C", "C", "C", "C", "C", "C", "O", "N", "N", "C", "C", "C", "C", "C", "C", "N", "H", "H", "H", "H", "H", "H", "H", "H", "H", "H", "C", "P", "C", "C", "O", "H", "H", "H", "H", "H", "H", "H", "H", "H", "C", "P", "C", "C", "C", "C", "C", "C", "C", "C", "C", "C", "C", "C", "H", "H", "H", "H", "H", "H", "H", "H", "H", "H", "H", "H", "H"], "coordinates": [[-0.53963, 0.68210, -0.79260], [4.09350, 1.00173, -0.92094], [4.30657, 0.83457, 0.40037], [5.63272, 0.70599, 0.80400], [5.94012, 0.50729, 2.13152], [4.92962, 0.42829, 3.09881], [3.61906, 0.54720, 2.72158], [3.26932, 0.74818, 1.36702], [1.87246, 0.81000, 0.99775], [1.51333, 1.13970, -0.23364], [0.98545, 0.49637, 1.93814], [-0.29396, 0.44967, 1.50178], [-1.24898, 0.14342, 2.31469], [-2.59008, -0.00174, 1.76569], [-3.67324, -0.30252, 2.57994], [-4.92965, -0.45434, 2.01101], [-5.06598, -0.30024, 0.63860], [-3.94201, 0.00047, -0.11019], [-2.72315, 0.15265, 0.42198], [3.17463, 1.23117, -1.07040], [6.40423, 0.77832, 0.04877], [6.97516, 0.41834, 2.43401], [5.17969, 0.27836, 4.13973], [2.82302, 0.49680, 3.44943], [-1.05732, -0.05687, 3.36427], [-3.52076, -0.41904, 3.64513], [-5.78733, -0.68978, 2.62737], [-6.02569, -0.41418, 0.15451], [-4.01977, 0.12721, -1.18491], [-2.99407, 4.53990, -0.33954], [-1.29111, 3.97494, -0.42696], [-0.70864, 3.66646, 1.25791], [-0.29176, 5.29174, -1.12102], [-1.20302, 2.68887, -1.28037], [-3.07543, 5.40057, 0.32472], [-3.64428, 3.73974, 0.01512], [-3.30723, 4.83729, -1.34209], [-0.71524, 4.60251, 1.81768], [0.31538, 3.28632, 1.24759], [-1.36782, 2.95925, 1.76058], [-0.34469, 6.16882, -0.47494], [-0.67529, 5.54897, -2.10953], [0.74746, 4.97314, -1.21283], [2.38682, -1.87183, -3.08869], [0.89654, -1.28114, -2.21978], [1.04074, -1.96448, -0.52111], [2.27833, -2.16797, 0.09484], [2.33360, -2.62163, 1.40094], [1.16078, -2.84620, 2.11884], [-0.07238, -2.64384, 1.51892], [-0.14290, -2.20011, 0.20577], [-0.51495, -2.27998, -2.78426], [-0.45379, -3.67082, -2.82043], [-1.59509, -4.39772, -3.11598], [-2.79964, -3.74573, -3.35896], [-2.86868, -2.36163, -3.32130], [-1.72492, -1.62953, -3.03331], [3.22252, -1.19332, -2.91153], [2.17417, -1.89645, -4.15693], [2.64786, -2.86884, -2.73873], [3.19815, -1.99738, -0.45220], [3.29480, -2.80482, 1.86354], [1.21149, -3.19599, 3.14156], [-0.98418, -2.85071, 2.06602], [-1.11582, -2.14205, -0.28599], [0.47757, -4.18273, -2.61122], [-1.54957, -5.47816, -3.15063], [-3.68626, -4.32110, -3.58970], [-3.80448, -1.86409, -3.54129], [-1.75628, -0.53938, -3.06821]], "e_homo_ev": [-15.8, -15.8], "lumo_energy_ev": [-11.275, -11.745], "charge": 3, "total_energy_ha": -2671.2779}

---

Record 3
{"formula": "C29H32Cl5N3O4SSbSiTi", "method": "ωB97M-V/def2-TZVPD", "symbols": ["Ti", "C", "C", "C", "C", "C", "C", "N", "Sb", "C", "C", "C", "C", "C", "C", "N", "C", "C", "C", "C", "C", "C", "N", "H", "H", "H", "H", "H", "H", "H", "H", "H", "H", "H", "H", "H", "H", "H", "H", "H", "H", "Cl", "C", "C", "Cl", "C", "Cl", "C", "O", "C", "Cl", "C", "Cl", "C", "Si", "C", "C", "C", "H", "H", "H", "H", "H", "H", "H", "H", "H", "H", "H", "C", "S", "O", "O", "O", "H", "H", "H"], "coordinates": [[-0.16092, -0.60355, 0.52670], [-0.34975, -4.62555, 0.97909], [0.21288, -3.97165, -0.24773], [0.09821, -4.53951, -1.49516], [0.63002, -3.86176, -2.59601], [1.28244, -2.66956, -2.39828], [1.43145, -2.18827, -1.08723], [0.87923, -2.81848, -0.04749], [2.68526, -0.53907, -0.56595], [2.07360, 0.78621, -2.16438], [2.66644, 2.04582, -2.22058], [2.11780, 3.00939, -3.05014], [1.00519, 2.68735, -3.80726], [0.49424, 1.39413, -3.72715], [-0.70016, 0.98204, -4.54160], [1.02536, 0.47073, -2.93058], [1.36946, -0.81126, 1.83796], [2.27240, -1.54705, 2.63064], [2.40956, -1.19021, 3.94182], [1.69595, -0.09704, 4.44958], [0.83505, 0.58770, 3.62856], [0.09521, 1.81259, 4.07813], [0.66224, 0.19373, 2.34648], [0.43126, -4.71612, 1.73567], [-0.74666, -5.61506, 0.75211], [-1.14256, -4.00801, 1.39996], [-0.41140, -5.48727, -1.61193], [0.52878, -4.27564, -3.59210], [1.70220, -2.10922, -3.22065], [3.51414, 2.27840, -1.58779], [2.54120, 4.00631, -3.09163], [0.52851, 3.42171, -4.44429], [-0.39825, 0.69800, -5.55316], [-1.41958, 1.79806, -4.62092], [-1.18580, 0.12513, -4.07756], [2.81390, -2.38177, 2.20393], [3.06684, -1.75242, 4.59601], [1.81435, 0.21610, 5.47882], [0.66269, 2.70406, 3.80180], [-0.03504, 1.81965, 5.16087], [-0.87384, 1.87700, 3.58346], [-1.09035, 6.65173, 1.92988], [-0.69713, 5.09766, 1.28433], [0.53114, 4.50804, 1.55209], [1.68952, 5.35338, 2.51859], [0.83396, 3.24666, 1.05478], [2.40701, 2.57584, 1.30326], [-0.09486, 2.49114, 0.30723], [0.18340, 1.30691, -0.11627], [-1.29779, 3.16353, -0.03165], [-2.36017, 2.39058, -1.14046], [-1.59916, 4.42194, 0.46234], [-3.09567, 5.17643, 0.04796], [-2.41356, -2.86196, -3.43602], [-2.78621, -2.13736, -1.72499], [-3.32318, -3.57012, -0.63038], [-4.34111, -1.08773, -1.95893], [-1.48845, -0.98634, -1.07334], [-3.35981, -3.02412, -3.96032], [-1.89647, -3.81892, -3.38398], [-1.80574, -2.18616, -4.04281], [-4.28164, -3.94818, -0.99843], [-3.46672, -3.23626, 0.39904], [-2.61323, -4.39776, -0.63019], [-5.17504, -1.66412, -2.37009], [-4.14148, -0.24889, -2.63172], [-4.65404, -0.67473, -0.99633], [-2.08908, -0.15583, -0.67945], [-0.89974, -0.56444, -1.90067], [-2.37706, -0.67287, 3.98353], [-2.46458, -0.79328, 2.22112], [-3.81622, -1.17732, 1.91623], [-1.42516, -1.81291, 1.86254], [-2.02120, 0.46648, 1.63845], [-2.78742, -1.59894, 4.37970], [-2.98303, 0.17406, 4.29766], [-1.34271, -0.55345, 4.29168]], "e_homo_ev": -3.6, "de_lowest_ev": 0.0000, "lumo_energy_ev": 2.391, "charge": -1, "total_energy_ha": -5668.0237}

---

Record 4
{"formula": "C29H32ClN3O6S", "method": "ωB97M-V/def2-TZVPD", "symbols": ["C", "H", "O", "C", "C", "C", "C", "C", "C", "O", "C", "H", "H", "H", "O", "C", "H", "H", "H", "H", "C", "C", "C", "O", "N", "C", "C", "C", "C", "C", "C", "H", "H", "N", "C", "H", "C", "C", "C", "H", "H", "C", "H", "H", "H", "H", "H", "H", "H", "S", "O", "O", "N", "C", "C", "C", "C", "C", "C", "Cl", "H", "H", "H", "H", "H", "H", "H", "H", "H", "H", "H", "H"], "coordinates": [[-3.01944, -0.31941, 3.34713], [-3.15924, -1.01173, 4.17604], [-3.68502, -0.91282, 2.25158], [-3.60326, -0.30757, 1.03383], [-2.89955, 0.86446, 0.81717], [-2.76501, 1.38425, -0.46957], [-3.37683, 0.72591, -1.52488], [-4.14295, -0.42053, -1.32382], [-4.26158, -0.95727, -0.03410], [-4.95367, -2.13421, 0.13165], [-5.81502, -2.26326, 1.24593], [-6.54017, -3.02913, 0.96707], [-6.33822, -1.32722, 1.45690], [-5.27323, -2.58037, 2.13832], [-4.66854, -0.93098, -2.47374], [-5.68551, -1.90813, -2.45097], [-5.98495, -2.02542, -3.49289], [-6.54676, -1.57928, -1.86411], [-5.32379, -2.86135, -2.06186], [-3.30078, 1.10385, -2.53255], [-1.94448, 2.55640, -0.72404], [-1.70078, 3.54167, 0.14299], [-0.86895, 4.70842, -0.22209], [-1.23993, 5.85934, -0.12862], [0.35790, 4.41612, -0.76743], [1.08258, 3.22722, -0.67324], [1.00034, 2.39674, 0.43794], [1.74499, 1.23805, 0.52471], [2.65753, 0.86319, -0.47247], [2.70069, 1.69960, -1.60248], [1.94285, 2.84438, -1.70164], [2.02427, 3.46179, -2.58435], [3.35768, 1.45349, -2.41980], [3.41529, -0.28360, -0.37604], [3.98228, -0.88846, -1.56558], [3.30163, -0.73328, -2.40421], [5.39626, -0.39199, -1.88504], [6.29596, -0.60599, -0.67114], [5.66622, 0.05870, 0.54929], [6.27446, -0.11714, 1.43688], [5.59972, 1.13751, 0.39009], [4.25988, -0.50237, 0.78598], [3.82242, -0.03601, 1.66565], [4.33416, -1.58276, 0.95128], [7.28846, -0.19310, -0.85989], [6.40650, -1.67652, -0.48344], [5.37806, 0.67100, -2.13172], [5.78234, -0.93492, -2.74918], [4.03083, -1.96600, -1.37312], [1.30860, 0.24316, 1.95285], [-0.03947, 0.57515, 2.31155], [2.28754, 0.30911, 3.00002], [1.34178, -1.35008, 1.43636], [0.85686, -1.76113, 0.20948], [-0.14412, -1.04280, -0.43890], [-0.62631, -1.45847, -1.66565], [-0.12441, -2.59930, -2.26874], [0.86345, -3.33407, -1.63539], [1.34624, -2.91322, -0.41139], [2.58443, -3.83927, 0.37642], [1.26154, -4.23011, -2.08601], [-0.50333, -2.92472, -3.22448], [-1.40812, -0.88924, -2.14269], [-0.55053, -0.16970, 0.04291], [2.11176, -1.89010, 1.80384], [0.33417, 2.62672, 1.25228], [0.82839, 5.20277, -1.19821], [-2.19392, 3.59174, 1.10194], [-1.51221, 2.60886, -1.71628], [-2.37389, 1.33542, 1.62875], [-3.46752, 0.64572, 3.60379], [-1.95224, -0.18835, 3.15153]], "e_homo_ev": -7.9, "de_lowest_ev": 0.0000, "smiles": "COc1cc(/C=C/C(=O)Nc2ccc(N3CCCCC3)c(S(=O)(=O)Nc3ccccc3Cl)c2)cc(OC)c1OC", "lumo_energy_ev": 0.378, "charge": 0, "total_energy_ha": -2598.3266}